A structure of composition C28H46N8O2PSTi at a distorted geometry, computed with the ωB97M-V functional and the def2-TZVPD basis.

Last column: Löwdin charge in e.
Element x y z (Å)
Ti 1.039969 0.207642 0.684615  0.926
C 1.605535 -1.848388 4.498544  0.029
C 1.239061 -1.547876 3.087560  -0.196
N 1.605284 -0.355826 2.537379  -0.109
N 2.293336 0.424506 3.430965  -0.009
C 2.699611 1.587463 2.962856  -0.769
N 3.296072 2.351532 3.873494  0.158
S 2.462338 2.031087 1.296851  0.786
C 0.533271 -2.330866 2.177802  -0.197
C -0.153259 -3.493292 2.531022  0.075
C -0.979656 -4.095354 1.576410  0.037
C -1.153822 -3.531864 0.311765  0.015
C -0.394393 -2.419938 0.002663  -0.084
N 0.349019 -1.777823 0.916410  0.002
H 2.568065 -2.358044 4.501512  0.122
H 0.854562 -2.465979 4.974173  0.094
H 1.755569 -0.912782 5.077876  0.103
H 3.496607 1.965525 4.783491  0.137
H 3.608858 3.289389 3.675415  0.127
H -0.032292 -3.891457 3.506687  0.125
H -1.502271 -4.996238 1.834809  0.133
H -1.872768 -3.903859 -0.425682  0.142
H -0.304288 -2.060243 -1.037309  0.132
N 2.743793 -0.699592 -0.295499  -0.006
C 2.730597 -0.845105 -1.765488  -0.248
C 4.132600 -0.620582 -2.347679  -0.119
C 4.496858 -0.736404 -3.846346  -0.139
C 3.995689 -1.996720 -4.565297  -0.141
N 2.653890 -1.754156 -5.096499  0.076
C 2.186969 -2.177081 -6.275922  -0.419
N 2.906748 -3.015358 -7.046640  0.214
N 0.963289 -1.803700 -6.622436  0.211
C 1.569736 0.006763 -2.220504  -0.489
O 1.187432 -0.055831 -3.400719  0.077
O 0.883706 0.612047 -1.276598  -0.175
H 3.375255 0.051480 -0.021429  0.059
H 3.116054 -1.538448 0.134185  0.135
H 2.429702 -1.863349 -1.996991  0.161
H 4.806362 -1.285629 -1.812304  0.129
H 4.416963 0.400387 -2.088044  0.132
H 5.609711 -0.625608 -3.930887  0.145
H 4.123075 0.160030 -4.354575  0.126
H 3.905987 -2.820710 -3.853186  0.128
H 4.680566 -2.321981 -5.372362  0.125
H 2.084674 -1.081336 -4.564349  0.098
H 3.891325 -3.152972 -6.809566  0.118
H 2.596699 -3.291088 -7.981520  0.150
H 0.417186 -1.229418 -5.973278  0.141
H 0.576467 -2.012861 -7.535380  0.143
C -0.858734 3.409414 2.752733  -0.113
C -1.914867 3.236557 1.652086  -0.683
C -3.270321 3.401271 2.267871  -0.080
C -1.679810 4.350997 0.628463  -0.087
P -1.591978 1.498403 0.897580  1.175
C -2.569318 0.491323 2.101371  -0.351
C -2.021254 0.371231 3.391043  -0.126
C -2.664408 -0.397800 4.368791  -0.058
C -3.699615 -1.245245 4.006231  -0.057
C -4.154692 -1.244724 2.693659  -0.054
C -3.665729 -0.337191 1.759480  -0.084
C -2.606112 1.510699 -0.730949  -0.661
C -4.036037 2.047724 -0.628998  -0.070
C -2.610643 0.068255 -1.252373  -0.115
C -1.864722 2.275340 -1.830414  -0.095
H -0.836783 4.491284 2.998999  0.105
H 0.164171 3.130945 2.408151  0.031
H -1.079235 2.880814 3.685212  0.073
H -3.445435 4.496836 2.535648  0.136
H -3.360067 2.857351 3.221425  0.088
H -4.128184 3.074801 1.661010  0.072
H -1.491859 5.309880 1.182316  0.111
H -2.484090 4.483965 -0.124647  0.083
H -0.735895 4.138254 0.081473  0.088
H -1.078623 0.869370 3.603516  0.080
H -2.341373 -0.302152 5.411590  0.122
H -4.135179 -1.937123 4.718978  0.120
H -4.939093 -1.907569 2.355592  0.118
H -4.176647 -0.205340 0.827198  0.077
H -4.591374 1.554068 0.197434  0.074
H -4.631069 1.886245 -1.570528  0.121
H -4.088145 3.135972 -0.420011  0.082
H -3.286873 -0.012364 -2.131654  0.113
H -2.928662 -0.711488 -0.545233  0.056
H -1.599958 -0.204181 -1.573382  0.049
H -1.905620 3.355126 -1.709906  0.064
H -2.388252 2.039349 -2.780729  0.109
H -0.799256 1.969606 -1.969022  0.072

Force components x, y, z for each atom (eV/Å):
-1.1827 1.3883 -2.4136
-0.3032 0.4697 0.0146
1.9333 3.8120 0.2846
0.5818 -1.3351 2.5825
-0.0716 0.1734 -0.7434
-0.2962 -1.1590 1.2052
0.2738 0.7925 -0.7449
-0.5987 -0.0176 -0.3021
-2.9046 -1.4880 -1.8409
0.4621 0.6305 -1.3975
-0.2172 0.3418 -0.1336
-0.0147 -0.2509 0.3060
0.4511 0.4802 -0.4471
0.4358 -0.5591 0.7595
0.1374 -0.2051 0.0581
-0.0212 -0.2639 0.0805
-0.2654 -0.7034 -0.5334
-0.1290 -0.0234 0.0009
0.0523 -0.0901 -0.0576
0.0316 -0.4254 0.6189
-0.2515 -0.2458 0.1018
0.5127 -0.1617 0.3333
-0.4875 0.1077 0.7021
0.6469 -0.2726 0.4620
0.0620 -0.1013 0.0248
0.5562 0.6264 -0.1782
0.1834 0.4502 -0.2154
-0.0366 -0.1236 0.0009
0.0263 0.0906 -0.4849
0.6186 -0.4788 0.2972
0.1587 0.4135 0.0901
-0.7362 0.3621 0.0048
-1.3708 -0.4172 -2.5309
0.7202 0.5144 2.0373
0.5876 -0.3713 1.3063
0.4036 -0.0697 -0.2108
0.0322 -0.1515 0.1639
-0.1981 -0.2654 0.0677
-0.0155 -0.1284 0.2630
0.1562 0.0625 0.2475
-0.9471 -0.3826 0.2502
-0.0848 -0.2523 -0.1412
0.3493 -0.1528 -0.0447
-0.2634 0.4097 0.5587
0.1126 -0.2112 -0.2693
-0.7574 -0.0922 -0.4204
0.1972 0.2205 0.6463
0.3379 -0.3702 -0.6585
0.0682 0.0666 0.3276
0.7382 0.7458 0.1872
1.2403 0.0536 -0.0943
-1.6233 0.5445 1.1779
0.9636 0.3797 -0.5316
-1.7350 0.5591 -0.1074
0.6401 -1.2128 -0.2305
-0.3714 -0.2274 -0.3504
0.5277 0.3547 0.1634
0.0475 -0.2250 -0.1027
-0.1616 0.3537 -0.4514
0.5659 0.6622 0.9455
0.5889 -0.6177 -0.3985
-1.0359 0.2834 0.5744
-0.2956 -0.9227 -0.2211
0.5306 0.1852 -0.7792
0.0996 -0.5851 0.0605
-0.6574 0.2543 0.2178
-0.0502 0.0437 -0.2782
0.3588 -1.2835 -0.4755
0.0717 0.1298 -0.3027
0.4784 0.2858 0.1295
-0.4668 -0.7961 -0.5645
0.4579 -0.0282 0.7267
-0.4340 0.2879 0.1140
-0.2730 0.0830 0.2714
-0.0249 -0.3263 -0.4306
-0.0129 0.2103 0.0449
-0.1524 -0.0544 0.2802
-0.0056 -0.3073 -0.1876
0.1864 0.3824 -0.6596
0.8502 -0.0431 0.7201
0.1881 -0.6795 -0.2267
0.4699 0.1227 0.4478
0.0378 0.3766 -0.1753
-0.0681 0.0757 -0.1639
0.0183 -0.1001 -0.0294
0.2903 0.1735 0.4325
-0.9176 0.2190 0.2396

Output
ΔE to the lowest compared entry with this formula, charge and spin in kcal/mol: 0.0
Total charge: +3
M in g mol⁻¹: 637.6
Multiplicity: 1
DFT total energy in eV: -89017.4003
F_max in Eh/bohr: 0.083

A structure of composition C30H51NOP3Sn at a distorted geometry, computed with the ωB97M-V functional and the def2-TZVPD basis.

Last column: Löwdin charge in e.
Element x y z (Å)
Sn 0.342989 -0.472880 -0.444063  0.644
P -1.763786 -1.301339 -1.836783  0.939
P 2.658042 -1.222408 0.616565  0.959
N -0.091487 -2.529334 0.410072  -0.336
C -2.318653 -2.705923 -0.769933  -0.295
H -3.379698 -2.555147 -0.488552  0.093
H -2.285419 -3.628458 -1.380340  0.083
C -1.500130 -2.901151 0.514246  -0.311
H -1.969205 -2.325631 1.372528  0.109
H -1.576874 -3.982994 0.804231  0.127
C 0.579245 -2.900299 1.643850  -0.311
H 0.432451 -3.997040 1.836275  0.129
H 0.074671 -2.376443 2.506937  0.103
C 2.091826 -2.629091 1.665128  -0.285
H 2.636937 -3.532622 1.331850  0.085
H 2.404302 -2.437947 2.708238  0.092
C 3.252718 0.186893 1.663458  -0.521
C 3.588627 1.430188 0.828641  -0.100
H 3.418487 2.319326 1.448766  0.077
H 2.955535 1.533301 -0.064311  0.042
H 4.637812 1.442283 0.512384  0.078
C 4.032563 -1.862140 -0.419263  -0.527
C 4.676802 -0.793628 -1.310798  -0.102
H 5.274489 -1.315758 -2.073413  0.092
H 5.360951 -0.152218 -0.738519  0.075
H 3.942164 -0.168168 -1.832044  0.040
C -1.600990 -1.975710 -3.541421  -0.533
C -1.252811 -0.905025 -4.581876  -0.097
H -0.995412 -1.414350 -5.521995  0.090
H -0.389417 -0.294359 -4.292900  0.069
H -2.104607 -0.244295 -4.785844  0.070
C -3.066209 0.028788 -1.772967  -0.529
C -2.604438 1.346972 -2.405917  -0.103
H -3.250360 2.157470 -2.040010  0.081
H -2.688055 1.320375 -3.499564  0.070
H -1.574199 1.615589 -2.142873  0.057
C 1.609947 0.647612 -1.992988  -0.318
C 5.085648 -2.613927 0.407955  -0.105
H 5.631630 -1.943914 1.080867  0.060
H 4.655416 -3.428932 1.002031  0.066
H 5.813843 -3.062003 -0.283321  0.090
C -2.816691 -2.809331 -3.973308  -0.105
H -2.603059 -3.248779 -4.959483  0.090
H -3.029473 -3.637190 -3.287537  0.066
H -3.719135 -2.197975 -4.070994  0.060
C -4.420265 -0.410749 -2.334270  -0.107
H -5.199891 0.283999 -1.984137  0.086
H -4.425036 -0.371188 -3.431705  0.073
H -4.715403 -1.416031 -2.007950  0.072
C 4.399839 -0.202216 2.599144  -0.106
H 5.355686 -0.227132 2.071325  0.068
H 4.490005 0.549590 3.396360  0.089
H 4.241793 -1.173477 3.094969  0.074
H 2.370966 0.436234 2.278713  0.082
H -3.181496 0.207981 -0.689942  0.071
H 3.541124 -2.599353 -1.078037  0.114
H -0.740759 -2.662981 -3.462207  0.110
O 1.818691 1.245901 -2.968462  0.051
H 0.537581 -2.366807 -0.831973  0.050
H 0.978438 -1.746515 -1.581288  -0.022
C -0.788091 0.205541 2.990543  -0.271
P -0.697094 1.062797 1.405951  0.856
C -2.384616 1.758486 1.262238  -0.357
C -3.510484 0.980769 1.631198  -0.116
C -4.799809 1.482829 1.469902  -0.075
C -5.006354 2.783276 0.972647  -0.059
C -3.886307 3.547626 0.628177  -0.078
C -2.612931 3.050877 0.785230  -0.098
C 0.341186 2.528488 1.779110  -0.363
C 0.683308 3.387578 0.720871  -0.132
C 1.407200 4.544416 0.957504  -0.073
C 1.830490 4.866537 2.245608  -0.065
C 1.525684 4.000707 3.297450  -0.068
C 0.776436 2.845337 3.078230  -0.082
H -1.410575 -0.702759 2.953932  0.034
H -1.273612 0.940600 3.653388  0.063
H 0.205268 -0.050394 3.394849  0.051
H -3.379519 -0.037804 2.030080  0.102
H -5.657905 0.859200 1.734349  0.112
H -6.008314 3.158746 0.854906  0.104
H -4.039589 4.545940 0.234136  0.112
H -1.760711 3.681212 0.520991  0.097
H 0.368757 3.140859 -0.295722  0.106
H 1.642469 5.202518 0.123014  0.116
H 2.391864 5.780512 2.428285  0.113
H 1.872440 4.228050 4.304824  0.112
H 0.542550 2.198415 3.924766  0.098

Force components x, y, z for each atom (eV/Å):
-0.4953 1.3763 -0.0121
-0.8962 0.2770 -0.0360
0.1181 0.7833 -0.3897
-0.2773 0.2008 -0.5909
-0.6588 -0.2707 -0.2347
0.4243 -0.1518 -0.1925
0.0563 0.4452 0.3031
-0.3253 -0.2881 0.6044
0.3370 -0.4599 -0.7593
-0.0043 0.7461 -0.1343
-0.2139 -0.3640 0.6092
0.0747 0.7730 -0.0933
0.4578 -0.3917 -0.6535
0.5156 -0.1241 0.3575
-0.2701 0.4728 0.1096
-0.0519 -0.1916 -0.3885
0.1125 -0.6066 0.2159
-0.1284 0.2880 0.0701
0.0961 -0.1116 -0.1225
0.1704 -0.0754 0.2295
-0.2695 -0.0814 0.0466
0.1841 -0.4060 0.1639
0.2440 -0.1703 -0.1346
-0.1076 0.2170 0.2065
-0.2058 -0.1763 -0.1593
0.1759 -0.1763 0.2146
-0.1709 -0.4047 0.0188
0.0283 -0.1120 -0.1503
-0.0815 0.1896 0.2116
-0.1741 -0.0625 0.0144
0.2103 -0.1771 0.0511
-0.0959 -0.5836 -0.0017
-0.1053 0.1828 0.0052
0.1261 -0.1831 -0.1315
0.0712 0.0181 0.2939
-0.0796 -0.1052 -0.0256
3.8845 1.1120 -3.1774
0.3134 -0.1406 -0.2275
-0.1156 -0.2302 -0.2279
0.1342 0.1896 -0.1153
-0.1160 0.0647 0.2242
0.0473 -0.1045 -0.4050
-0.1082 0.0634 0.2422
0.0223 0.1930 -0.1560
0.2412 -0.1858 -0.0119
-0.4118 0.3600 0.1139
0.1670 -0.1617 -0.1266
-0.0031 -0.0560 0.2929
0.0844 0.1985 -0.1083
-0.0365 0.2400 0.5741
-0.1450 0.0030 0.0557
0.0496 -0.1412 -0.1676
0.0697 0.3013 -0.2023
0.1298 -0.1375 -0.1328
0.0857 -0.1616 -0.3231
-0.0164 0.2306 0.1799
-0.1504 0.2016 0.0461
-1.6666 -0.5574 1.6642
0.2075 -1.1117 0.1971
0.1966 -1.6311 -0.3365
-0.3109 0.2300 1.1088
-1.4780 1.4366 1.6990
-0.6228 -0.0241 0.6800
0.3739 -0.0406 -0.1864
-0.1282 0.3350 -0.0751
0.9160 -0.7945 0.1285
-1.1350 0.0441 0.0586
0.8498 -0.1413 -0.2213
0.0046 0.0373 0.0268
-0.1426 -0.4620 0.1421
0.1416 0.3140 -0.0670
-0.1488 -0.3012 0.0005
0.0480 0.0362 0.0201
0.0635 -0.0387 -0.3187
0.3010 0.3885 -0.1030
0.1717 -0.5589 0.2287
-0.3568 0.0504 -0.2401
-0.0806 0.5367 -0.2205
0.2986 0.2251 -0.0334
-0.1085 0.1321 -0.0380
0.1110 -0.0174 0.0592
-0.3361 -0.1538 0.0906
0.0984 0.0771 0.1968
-0.0187 -0.1105 0.1865
-0.0974 -0.2195 -0.0377
-0.1216 -0.0250 -0.2193
0.0534 0.2101 -0.2534

Output
ΔE to the lowest compared entry with this formula, charge and spin in kcal/mol: 16.1
Total charge: +1
M in g mol⁻¹: 653.4
Multiplicity: 1
DFT total energy in eV: -69162.9825
F_max in Eh/bohr: 0.100

A cluster of 2 separate species, C5H11NO in total at a distorted geometry, computed with the ωB97M-V functional and the def2-TZVPD basis.

Last column: Löwdin charge in e.
Element x y z (Å)
C -2.160905 0.025404 0.920930  0.006
N -0.913493 0.463645 0.254194  0.062
C -0.185274 -0.307538 -0.531930  -0.280
C -0.221294 -1.721608 -0.534812  0.239
C 1.818475 0.000934 -1.942249  0.118
C 0.623490 0.408786 -1.518014  -0.088
H -2.109376 -1.047951 1.082273  0.080
H -3.020630 0.164792 0.265172  0.114
H -2.236571 0.512585 1.882285  0.103
H -1.031084 1.414033 -0.088476  0.167
H -0.566921 -2.204706 0.370586  0.093
H 0.248888 -2.249168 -1.352911  0.103
H 2.256600 -0.968623 -1.738292  0.087
H 2.514823 0.663172 -2.417327  0.086
H 0.358992 1.399017 -1.857750  0.120
H 1.908980 1.044832 3.054133  0.054
H 0.987117 0.926356 1.948266  -0.013
O 1.728183 1.476037 2.203924  -0.050

Force components x, y, z for each atom (eV/Å):
0.6468 -0.9713 0.1449
-1.7650 -0.1811 -0.4344
0.2213 0.3985 -1.5335
0.3066 0.4672 0.9401
0.3187 -0.6676 0.5551
0.7890 0.1423 -0.2677
0.0287 0.0209 0.2124
0.0825 0.4734 0.0926
-0.2740 0.2518 0.0208
0.6990 0.1524 0.3301
-0.0821 -0.4191 -0.3803
-0.1257 -0.1090 0.1734
-0.2039 -0.1244 0.2681
-0.1555 0.3309 -0.6217
-0.4748 0.2624 0.4842
0.5094 0.5325 0.0009
-0.3794 0.0681 -0.5285
-0.1416 -0.6276 0.5436

Output
Expectation value of S²: 0.76
ΔE to the lowest compared entry with this formula, charge and spin in kcal/mol: 38.8
Total charge: +1
M in g mol⁻¹: 101.1
Multiplicity: 2
DFT total energy in eV: -8891.6520
F_max in Eh/bohr: 0.036